1.
Entry from the OMol25 dataset: a molecular structure, C21H20AuClN5O4S (the ωB97M-V functional and the def2-TZVPD basis).

Output
Total charge   -1
Energy above the lowest of the compared OMol25 structures with the same formula, charge and spin   4.2 kcal/mol

Geometry (Å):
Au  2.5376  0.0086  0.5978
C  -3.8218  -1.5430  0.5544
O  -4.4455  -0.2772  0.4283
C  -4.0096  0.5371  -0.5770
C  -4.5217  1.8313  -0.5860
C  -4.1002  2.7325  -1.5456
C  -3.1426  2.3723  -2.4869
C  -2.6866  1.0607  -2.5168
C  -3.1130  0.1448  -1.5668
N  -2.7660  3.3669  -3.4560
N  -1.5827  3.5340  -3.8107
C  -0.4955  2.8656  -3.1818
C  0.4311  2.2812  -4.0235
C  1.4185  1.4150  -3.5738
C  1.5595  1.1013  -2.2043
O  2.3895  0.2641  -1.7574
C  0.6724  1.8430  -1.3014
N  0.8626  1.6296  0.0125
C  0.1459  2.2775  0.8970
C  -0.8164  3.2294  0.5233
C  -1.0448  3.4513  -0.8057
C  -0.3202  2.7274  -1.7783
H  -4.2459  -2.0012  1.4440
H  -2.7406  -1.4436  0.6791
H  -4.0292  -2.1786  -0.3110
H  -5.2379  2.1136  0.1741
H  -4.4881  3.7435  -1.5602
H  -1.9630  0.7519  -3.2587
H  -2.7172  -0.8590  -1.5964
H  0.3191  2.4638  -5.0874
H  2.0947  0.9387  -4.2713
H  0.3410  2.0571  1.9402
H  -1.3645  3.7703  1.2833
H  -1.7747  4.1857  -1.1211
S  4.0264  0.4065  2.4834
C  3.6973  -1.1245  3.1582
N  2.8152  -1.3603  4.1429
C  2.5321  -2.7938  4.2581
C  3.6598  -3.4254  3.4168
N  4.3089  -2.2606  2.8205
H  2.0794  -0.6807  4.2438
H  1.5592  -3.0248  3.8255
H  2.5795  -3.1102  5.3000
H  3.2542  -4.0861  2.6526
H  4.3701  -3.9773  4.0356
H  4.7717  -2.2985  1.9252
Cl  3.6858  -2.7792  -0.5134
C  1.9773  -3.3273  -0.3780
C  1.4561  -3.2017  1.0654
O  1.0221  -4.2431  1.5809
O  1.4919  -2.0582  1.5838
H  1.9564  -4.3621  -0.7022
H  1.4123  -2.6887  -1.0551

These are the Löwdin partial charges, in e, on atoms 1 to 2: number 1, Au, carries 0.521; number 2, C, carries -0.084

---

2.
Entry from the OMol25 dataset: 3 unconnected molecules or ions with the total composition C21H20BBrN5O7P (the ωB97M-V functional and the def2-TZVPD basis).

Output
SMILES string   CB(O)C1=C(Br)C(=O)c2c(ON=O)cc(N)c(P(=N)(O)O)c2C1=O.c1ccncc1.c1ccncc1

Geometry (Å):
C  6.6551  -0.4317  -0.5858
B  5.4737  0.1223  -1.5618
O  5.7705  1.3473  -2.2879
C  4.0006  -0.5981  -1.7221
C  3.9155  -1.9883  -2.0043
Br  5.4366  -3.2167  -2.2371
C  2.4454  -2.6408  -2.1663
O  2.3819  -3.7210  -2.8043
C  1.1763  -1.8955  -1.5608
C  -0.1122  -2.7431  -1.2883
O  -0.1715  -4.1535  -1.5295
N  -1.4379  -4.5625  -1.7977
O  -1.5906  -5.6721  -1.3714
C  -1.3379  -1.9861  -0.7349
C  -1.2743  -0.4432  -0.4373
N  -2.5198  0.1372  0.1050
C  0.0214  0.4131  -0.7057
P  0.0853  2.2922  -0.3698
N  0.3405  3.1193  -1.7223
O  1.2411  2.5762  0.8412
O  -1.4290  2.8727  0.2458
C  1.2681  -0.3655  -1.2696
C  2.6779  0.3237  -1.5809
O  2.8452  1.5503  -1.7649
H  7.5086  -0.8399  -1.2550
H  6.3330  -1.3125  0.0697
H  7.1486  0.4101  0.0369
H  6.2909  1.8840  -1.6486
H  -2.3051  -2.5629  -0.4975
H  -3.0453  0.6546  -0.6099
H  -2.3488  0.6895  0.9534
H  -0.4595  3.7563  -1.9014
H  1.3688  1.7736  1.4123
H  -1.3841  3.8417  0.0358
N  -2.1791  6.7341  0.0448
C  -0.8427  6.6698  0.1546
C  -0.0537  7.7165  0.6019
C  -0.6783  8.9039  0.9543
C  -2.0588  8.9990  0.8490
C  -2.7587  7.8934  0.3939
H  -0.4005  5.7218  -0.1367
H  1.0212  7.6065  0.6725
H  -0.0952  9.7472  1.3079
H  -2.5790  9.9107  1.1149
H  -3.8394  7.9172  0.2976
N  -3.0792  -5.4618  2.4206
C  -3.7048  -5.9129  3.5197
C  -4.2392  -7.1860  3.6352
C  -4.1263  -8.0458  2.5520
C  -3.4863  -7.6050  1.4027
C  -2.9821  -6.3145  1.3878
H  -3.7707  -5.2031  4.3380
H  -4.7314  -7.4972  4.5481
H  -4.5331  -9.0500  2.6032
H  -3.3807  -8.2491  0.5386
H  -2.4707  -5.9254  0.5144

These are the Löwdin partial charges, in e, on atoms 1 to 2: number 1, C, carries -0.073; number 2, B, carries -0.387

---

3.
Entry from the OMol25 dataset: a single C21H20Br2N2O2 molecule (the ωB97M-V functional and the def2-TZVPD basis).

Output
SMILES string   O=C(Nc1ccc(Br)cc1Br)c1cccc2c1C(=O)N(C1CCCCC1)C2
Energy above the lowest of the compared OMol25 structures with the same formula, charge and spin   0.0 kcal/mol

Geometry (Å):
O  3.1809  0.9484  -2.8635
C  2.2493  0.6061  -2.1585
N  2.3910  -0.0161  -0.9596
C  3.5834  -0.3673  -0.3450
C  4.8169  0.1860  -0.6959
C  5.9798  -0.1784  -0.0472
C  5.9283  -1.1090  0.9761
C  4.7275  -1.6889  1.3459
C  3.5731  -1.3206  0.6821
Br  1.9578  -2.1868  1.1866
H  4.6895  -2.4242  2.1347
Br  7.5217  -1.6136  1.8859
H  6.9208  0.2638  -0.3342
H  4.8507  0.9065  -1.4957
H  1.5448  -0.1446  -0.3810
C  0.8380  0.7976  -2.6417
C  0.7393  1.1242  -3.9963
C  -0.4737  1.3203  -4.6302
C  -1.6598  1.1986  -3.9234
C  -1.5825  0.8856  -2.5823
C  -0.3615  0.6855  -1.9293
C  -0.6715  0.3949  -0.5081
O  0.1167  0.1771  0.4052
N  -2.0111  0.4160  -0.3757
C  -2.7006  0.7069  -1.6067
H  -3.3109  1.6132  -1.5104
H  -3.3627  -0.1197  -1.8918
C  -2.7225  0.1138  0.8549
C  -2.4401  -1.3217  1.3068
C  -3.2239  -1.6363  2.5764
C  -2.8590  -0.6521  3.6829
C  -3.1346  0.7793  3.2331
C  -2.3492  1.0983  1.9653
H  -1.2807  1.0115  2.1633
H  -2.5558  2.1197  1.6362
H  -2.8536  1.4796  4.0215
H  -4.2040  0.9023  3.0421
H  -1.7992  -0.7578  3.9206
H  -3.4324  -0.8756  4.5844
H  -3.0025  -2.6556  2.8956
H  -4.2960  -1.5735  2.3710
H  -1.3719  -1.4280  1.4992
H  -2.7129  -2.0180  0.5101
H  -3.7906  0.2172  0.6284
H  -2.6151  1.3458  -4.4037
H  -0.4941  1.5683  -5.6803
H  1.6627  1.2215  -4.5477

These are the Löwdin partial charges, in e, on atoms 1 to 2: number 1, O, carries 0.063; number 2, C, carries -0.391

---

4.
Entry from the OMol25 dataset: a single C21H20BrN3O3S molecule (the ωB97M-V functional and the def2-TZVPD basis).

Output
SMILES string   COC(=O)c1c(NC(=O)CSc2ccc(Br)cc2)cnn1CCc1ccccc1

Geometry (Å):
O  -1.8585  0.3323  1.0926
O  -0.9707  4.3047  -1.8454
Br  -2.2025  -3.9987  -0.6653
N  1.8203  3.0638  1.1744
O  -0.0879  -0.7029  2.0974
S  -2.4882  1.7993  -3.7779
C  -0.6712  0.3060  1.4228
C  -1.6913  3.3209  -1.6222
C  0.9141  3.4004  0.2520
C  -0.1598  2.4506  0.1917
C  0.1011  1.5152  1.1783
C  2.3939  -3.0254  -0.3347
C  2.4624  -3.1380  1.0857
C  2.5822  -1.7577  -0.9078
C  -1.1113  -1.5157  -1.7957
C  -3.4990  -1.7662  -2.0377
C  -1.1666  -0.3267  -2.5152
C  -3.5540  -0.5230  -2.6770
C  2.6964  -2.0253  1.8649
C  2.8986  -0.6543  -0.1086
C  -2.2412  -2.2889  -1.5966
C  -2.3997  0.2529  -2.9081
C  2.9364  -0.7533  1.2818
N  -1.2978  2.4524  -0.6314
N  1.3300  1.9117  1.7472
C  -0.9997  -1.7931  2.4079
C  -2.8907  3.0504  -2.4553
C  3.3048  0.4684  2.1359
C  2.1131  1.2253  2.7736
H  1.0189  4.2462  -0.4057
H  2.1729  -3.9215  -0.9304
H  2.3661  -4.1157  1.5501
H  2.4062  -1.6352  -1.9821
H  -0.1601  -1.8425  -1.3902
H  -4.3474  -2.4075  -1.8893
H  -0.1982  0.1939  -2.7120
H  -4.5298  -0.1506  -3.0726
H  2.8129  -2.1783  2.9334
H  3.0151  0.3350  -0.5107
H  -1.8977  1.6655  -0.4394
H  -1.7563  -1.4812  3.1586
H  -1.5781  -2.0997  1.5174
H  -0.4534  -2.5988  2.8041
H  -3.2657  3.9660  -2.9392
H  -3.6900  2.6758  -1.8145
H  4.0112  0.1274  2.9348
H  3.8334  1.1383  1.4874
H  2.5030  1.9393  3.4926
H  1.4738  0.5582  3.3804

These are the Löwdin partial charges, in e, on atoms 1 to 2: number 1, O, carries 0.083; number 2, O, carries 0.034

---

Number 1: DFT total energy -2381.1239 hartree, F_max 0.47 eV Å⁻¹, gap between HOMO and LUMO 6.883 eV. Number 2: DFT total energy -4552.6653 hartree, F_max 4.59 eV Å⁻¹, gap between HOMO and LUMO 7.229 eV. Number 3: DFT total energy -6220.3371 hartree, F_max 0.67 eV Å⁻¹, gap between HOMO and LUMO 8.221 eV. Number 4: DFT total energy -4174.4324 hartree, F_max 3.97 eV Å⁻¹, gap between HOMO and LUMO 8.738 eV.